Record 1
{
  "formula": "C4H9NS",
  "method": "ωB97M-V with the def2-TZVPD basis set",
  "relative_energy_kj_mol": 160.9,
  "homo_lumo_gap_ha": 0.305,
  "energy_ev": -16617.787,
  "smiles": "CNCCC=S",
  "elements": ["C", "N", "C", "C", "C", "S", "H", "H", "H", "H", "H", "H", "H", "H", "H"],
  "xyz": [[0.92851, -1.48870, -0.02451], [1.31454, -0.11484, 0.17912], [0.49258, 0.77038, -0.60335], [-0.73886, 1.24928, 0.17122], [-1.63686, 0.12929, 0.64469], [-2.82011, -0.51842, -0.27448], [-0.17127, -1.54655, 0.00084], [1.20894, -2.10378, 0.79383], [1.31217, -1.97058, -0.87210], [2.28127, 0.07192, 0.19856], [0.13225, 0.24790, -1.56668], [1.06073, 1.65048, -0.86621], [-0.47174, 1.88019, 1.00805], [-1.23974, 1.90828, -0.52658], [-1.65242, -0.16486, 1.73759]],
  "forces_ev_per_angstrom": [[-1.0, 0.4, 1.5], [-1.3, -0.3, 0.2], [-0.1, -0.6, -0.7], [-0.1, -0.3, -0.1], [-1.5, 0.3, 0.4], [0.7, 0.2, 0.4], [0.5, -0.1, -0.4], [0.5, -0.5, 1.0], [0.5, -0.5, -1.8], [1.0, 0.1, -0.3], [0.5, 0.9, 1.2], [0.2, 0.3, -0.3], [0.4, -0.1, 0.4], [-0.7, -0.1, -0.2], [0.6, 0.3, -1.3]],
  "lowdin_charge": [-0.13, -0.12, -0.26, -0.28, -0.66, 0.66, 0.05, 0.07, 0.06, 0.09, 0.14, 0.11, 0.10, 0.10, 0.07]
}

Record 2
{
  "formula": "C19H35O8P2SSbSe4Tc",
  "method": "ωB97M-V with the def2-TZVPD basis set",
  "relative_energy_kj_mol": 168.8,
  "homo_lumo_gap_ha": 0.179,
  "energy_ev": -336192.422,
  "charge": -1,
  "elements": ["Tc", "Se", "Sb", "Se", "Se", "Se", "C", "C", "O", "P", "O", "O", "O", "P", "O", "O", "O", "H", "H", "H", "H", "H", "H", "H", "C", "C", "C", "C", "C", "H", "H", "H", "H", "H", "H", "H", "H", "H", "H", "C", "S", "C", "O", "H", "H", "H", "H", "H", "H", "C", "C", "C", "C", "C", "C", "C", "C", "C", "C", "H", "H", "H", "H", "H", "H", "H", "H", "H", "H", "H", "H"],
  "xyz": [[-0.48932, 0.61892, -0.57918], [5.00789, 1.37989, -1.12655], [3.24185, 0.15369, -0.12507], [1.39240, -0.57979, -1.68077], [1.05682, 1.68822, 0.76244], [3.83959, -1.31688, 1.67751], [-5.21517, -0.07821, -0.22684], [-4.05073, -0.83666, 0.40845], [-4.54355, -1.93570, 1.17926], [-3.05812, 0.26465, 1.48236], [-4.12261, 1.11846, 2.33664], [-2.26797, -0.53923, 2.49328], [-2.34660, 1.22779, 0.57125], [-2.91142, -1.53083, -0.87649], [-2.98526, -0.49026, -2.12080], [-3.45232, -2.85626, -1.26256], [-1.49721, -1.35023, -0.34959], [-5.93366, 0.19372, 0.54638], [-5.71591, -0.72012, -0.95532], [-4.87043, 0.82672, -0.72576], [-4.51782, -2.70411, 0.58683], [-4.38258, 0.62561, 3.12025], [-1.12137, -1.03755, 2.28621], [-3.56841, -0.81804, -2.81086], [1.54093, 3.14229, -2.36124], [0.01645, 3.18606, -2.37535], [-0.46432, 3.30137, -3.82733], [-0.48195, 4.39326, -1.56873], [-0.61621, 1.95511, -1.76324], [1.95319, 3.23569, -1.35751], [1.93393, 3.97729, -2.94845], [1.91819, 2.21402, -2.78676], [-0.06715, 4.20936, -4.28852], [-1.55536, 3.33969, -3.87842], [-0.12274, 2.44573, -4.41395], [-1.57202, 4.46313, -1.59379], [-0.16998, 4.30898, -0.52622], [-0.06342, 5.31617, -1.98114], [-1.61462, 1.70671, -2.19466], [1.11882, -3.37276, 3.35139], [-0.12485, -2.99321, 2.13365], [0.71490, -3.47846, 0.64436], [-0.08460, -1.44498, 2.11702], [1.99131, -2.76049, 3.12154], [1.35222, -4.43605, 3.28817], [0.70322, -3.13261, 4.32783], [0.53287, -4.54075, 0.48145], [1.77379, -3.23496, 0.72085], [0.24579, -2.88216, -0.13717], [0.10295, 3.93417, 3.30060], [1.10033, 2.77464, 3.45167], [1.01871, 2.25837, 4.90329], [0.67832, 1.63709, 2.54403], [2.53741, 3.20537, 3.17046], [2.93312, 4.53861, 3.15112], [4.25824, 4.88347, 2.90607], [5.20618, 3.90129, 2.66984], [4.82487, 2.56557, 2.69567], [3.50785, 2.22548, 2.95689], [-0.91571, 3.54939, 3.37388], [0.20956, 4.41120, 2.32444], [0.23911, 4.68688, 4.08164], [-0.00725, 1.96567, 5.14135], [1.33095, 3.03828, 5.60186], [1.66632, 1.39129, 5.03935], [-0.31125, 1.23290, 2.74464], [2.20624, 5.32461, 3.30823], [4.54238, 5.92888, 2.88285], [6.23202, 4.17233, 2.45362], [5.54404, 1.78308, 2.48790], [3.22385, 1.17937, 2.97828]],
  "forces_ev_per_angstrom": [[-0.5, -0.1, 0.8], [-0.1, 0.1, 0.0], [0.2, -0.3, -0.3], [0.4, 0.1, 0.1], [-0.3, -0.4, 0.3], [0.0, 0.0, -0.1], [0.0, 0.0, 0.0], [-0.1, 0.0, 0.0], [0.0, 0.0, 0.0], [0.0, 0.0, -0.2], [0.0, 0.1, -0.2], [0.0, 0.0, 0.1], [0.4, -0.2, 0.1], [-0.1, 0.2, 0.0], [0.0, 0.0, 0.1], [0.1, -0.1, 0.1], [0.1, 0.0, -0.3], [0.0, 0.0, 0.0], [0.0, 0.0, 0.0], [0.0, 0.0, 0.0], [0.0, 0.0, 0.0], [0.0, -0.1, 0.1], [-0.1, 0.2, -0.1], [-0.1, -0.1, -0.1], [0.0, 0.0, 0.0], [-0.2, 0.1, 0.0], [0.0, 0.0, 0.0], [0.0, 0.0, 0.0], [0.1, 0.2, -0.4], [0.0, 0.0, 0.0], [0.0, 0.0, 0.0], [0.0, 0.0, 0.0], [0.0, 0.0, 0.0], [0.0, 0.0, 0.0], [0.0, 0.0, 0.0], [0.0, 0.0, 0.0], [0.0, 0.0, 0.0], [0.0, 0.0, 0.0], [0.0, -0.1, -0.1], [0.0, -0.1, 0.0], [-0.1, 0.2, -0.1], [0.0, 0.1, 0.0], [0.2, -0.3, 0.2], [0.0, 0.0, 0.0], [0.0, 0.0, 0.0], [0.0, 0.0, 0.0], [0.0, 0.0, 0.0], [0.0, 0.0, 0.0], [0.0, 0.0, -0.1], [0.0, 0.0, 0.0], [0.1, -0.2, 0.1], [0.0, 0.0, 0.0], [-0.2, 0.6, -0.5], [0.0, 0.0, 0.0], [0.0, 0.0, -0.1], [0.0, 0.0, 0.0], [0.0, 0.0, 0.0], [0.0, 0.0, 0.0], [0.0, 0.1, 0.1], [0.0, 0.0, 0.0], [0.0, 0.0, 0.0], [0.0, 0.0, 0.0], [0.0, 0.0, 0.0], [0.0, 0.0, 0.0], [0.0, 0.0, 0.0], [0.1, -0.1, 0.1], [0.0, 0.0, 0.0], [0.0, 0.0, 0.0], [0.0, 0.0, 0.0], [0.0, 0.0, 0.0], [0.0, 0.0, 0.0]],
  "lowdin_charge": [0.75, -0.14, -0.05, 0.10, 0.70, -0.04, -0.08, -0.59, -0.07, 0.40, -0.11, -0.24, -0.38, 0.35, -0.16, -0.30, -0.47, 0.08, 0.08, 0.08, 0.07, 0.08, -0.03, 0.08, -0.10, -0.66, -0.07, -0.05, -0.33, 0.03, 0.09, 0.05, 0.08, 0.08, 0.09, 0.09, 0.06, 0.08, 0.07, -0.25, 0.98, -0.25, -0.44, -0.03, 0.06, 0.06, 0.06, 0.01, 0.00, -0.06, -0.60, -0.04, -0.42, -0.21, -0.04, -0.09, -0.10, -0.09, -0.10, 0.09, 0.08, 0.08, 0.08, 0.09, 0.08, 0.03, 0.10, 0.09, 0.10, 0.10, 0.04]
}

Record 3
{
  "formula": "C4H11N2O",
  "method": "ωB97M-V with the def2-TZVPD basis set",
  "relative_energy_kj_mol": 152.1,
  "homo_lumo_gap_ha": 0.239,
  "energy_ev": -9352.914,
  "charge": -1,
  "smiles": "NC[C@@H](N)CC[O-]",
  "elements": ["N", "C", "C", "N", "C", "C", "O", "H", "H", "H", "H", "H", "H", "H", "H", "H", "H", "H"],
  "xyz": [[1.30678, -2.25524, 0.02988], [0.92470, -0.90946, -0.23512], [-0.22845, -0.22276, 0.48572], [0.03995, -0.20069, 1.95331], [-0.41530, 1.19965, -0.05193], [-1.00905, 1.36444, -1.49441], [-1.19381, 0.20805, -2.15401], [1.50618, -2.40064, 1.02313], [0.56485, -2.95321, -0.00022], [0.53257, -0.69723, -1.28194], [1.80358, -0.26625, -0.38874], [-1.14746, -0.81251, 0.37106], [-0.81061, 0.05592, 2.44644], [0.77875, 0.41290, 2.28184], [-0.93875, 1.85155, 0.65008], [0.62438, 1.53497, -0.19336], [-1.98775, 1.95275, -1.47601], [-0.35058, 2.13776, -1.96572]],
  "forces_ev_per_angstrom": [[0.2, -1.7, 1.3], [-1.3, 1.9, -2.8], [0.4, 0.5, 1.4], [-0.5, -0.7, 0.5], [0.8, 0.0, -0.9], [-1.3, -0.1, -0.3], [0.5, 0.0, -0.2], [0.5, 0.8, -0.1], [-0.4, 0.5, -1.0], [0.1, -1.4, 0.5], [0.2, 0.0, 1.2], [0.2, 0.0, -0.2], [0.2, 0.1, 0.0], [-0.1, 0.2, -0.6], [0.1, -0.1, 0.2], [-0.1, 0.4, 0.6], [0.3, -0.1, 0.6], [0.3, -0.2, -0.3]],
  "lowdin_charge": [-0.02, -0.32, -0.41, -0.01, -0.19, -0.54, -0.36, 0.05, 0.06, 0.11, 0.11, 0.14, 0.04, 0.05, 0.08, 0.08, 0.07, 0.06]
}